Below is the ion C6H15N2 with charge +1, with properties calculated with wB97M-V/def2-TZVPD.

E_LUMO (eV): -2.727
ΔE to the lowest compared entry with this formula, charge and spin (kcal per mole): 97.7
Total charge: +1
SMILES: C[NH+](C)[C@H](N)C1CC1
Total energy (eV): -9435.734
Gap between HOMO and LUMO (eV): 11.754

Cartesian coordinates (Å):
C 2.773385 -0.331967 -0.333564
C 2.312664 1.052085 0.012384
C 1.509149 -0.125013 0.454149
C -2.149087 0.528988 -1.041280
C -1.500241 0.497390 1.252931
C 0.007634 -0.573215 -0.358995
N -0.697267 -1.779849 0.110649
N -0.965868 0.526832 -0.172203
H 2.506482 -0.717184 -1.287660
H 3.594084 -0.984682 0.147301
H 2.795148 1.559868 0.720232
H 1.872264 1.770265 -0.677915
H 1.414429 -0.500471 1.532068
H -2.231342 -0.473468 -1.279078
H -3.158287 0.892036 -0.641847
H -1.835098 1.053020 -1.888908
H -1.909767 -0.387114 1.480975
H -0.720596 0.483616 1.893896
H -2.272790 1.349988 1.510060
H 0.446742 -0.476637 -1.297715
H -0.241328 -2.479328 0.630117
H -1.164836 -2.310371 -0.617665
H -0.385482 1.425201 -0.147937

Forces on the atoms, in the same order (eV/Å):
0.110 -1.747 0.940
-1.926 -1.429 -2.073
-3.444 -2.438 1.419
-0.776 0.963 0.270
-1.809 3.967 -1.112
2.386 -0.429 3.491
0.058 1.138 -1.871
-0.157 2.871 3.601
0.326 0.036 -1.005
-1.138 1.880 -0.649
1.962 1.725 2.947
0.262 -0.504 -0.587
0.559 0.968 -1.555
-0.770 -1.974 -0.762
1.963 -0.234 -0.110
-0.155 0.859 -1.604
-2.106 -3.236 -0.034
2.817 0.811 2.019
1.881 -1.509 -0.964
-0.322 -0.520 -2.327
1.381 -0.311 0.936
0.083 0.390 -0.253
-1.185 -1.278 -0.718